1.
DFT (ωB97M-V with the def2-TZVPD basis set) results for a molecular structure, C35H70FN5O3 in a non-equilibrium geometry.

The spin multiplicity is 2. Its LUMO energy (alpha / beta) is -2.2 / -2.2 eV. Its orbital gap (alpha / beta) is 7.162 / 8.381 eV. The charge is +1.

Geometry as XYZ:
```
114
Properties=species:S:1:pos:R:3:forces:R:3
C -0.283 -1.935 1.339 4.3 -2.7 0.6
C -0.198 -3.188 2.227 0.8 0.2 0.0
C 1.236 -3.705 2.476 0.0 -0.2 -0.2
C 1.563 -5.035 1.778 0.0 -0.1 0.0
C 1.217 -5.074 0.291 0.1 0.0 -0.1
C 2.181 -4.239 -0.566 -0.1 0.0 0.0
C 1.507 -3.617 -1.788 -0.2 -0.1 -0.1
C 2.443 -3.257 -2.957 -0.1 -0.1 0.0
C 2.149 -1.879 -3.531 0.2 0.3 -0.2
C 2.292 -0.764 -2.494 -0.1 -0.1 0.0
C 2.297 0.651 -3.097 -0.1 -0.1 0.0
C 1.411 1.609 -2.303 -0.1 0.1 0.0
C 1.611 1.497 -0.776 0.2 0.4 0.1
C 0.532 0.721 0.006 0.2 -0.1 -0.1
C -0.197 1.495 1.118 0.1 -0.1 -0.1
C -1.685 1.156 1.183 0.0 0.1 -0.1
C -1.947 -0.235 1.806 -2.9 3.4 1.4
C -2.475 -1.283 0.810 -4.8 0.7 -2.2
N -3.623 -2.043 1.303 -0.5 0.7 -1.1
C -3.732 -2.855 2.318 -0.4 -0.7 0.7
O -2.656 -3.107 3.035 -1.2 0.2 0.4
N -4.954 -3.357 2.472 -0.2 0.0 0.2
C -5.678 -2.814 1.475 -0.2 -0.3 0.5
N -6.974 -2.991 1.216 0.1 -0.4 0.0
C -7.817 -3.877 2.020 0.0 0.0 0.1
C -8.891 -4.496 1.140 0.1 0.0 -0.1
F -9.817 -5.105 1.954 0.0 0.0 0.0
N -4.899 -2.042 0.734 0.9 0.7 -0.4
O -5.157 -1.292 -0.349 -0.3 0.0 0.1
C -5.412 -2.086 -1.560 0.2 0.1 -0.4
C -4.531 -3.310 -1.683 0.0 -0.1 0.0
C -4.630 -3.962 -3.076 -0.1 0.0 0.1
C -6.039 -3.978 -3.681 -0.1 -0.1 0.0
H -1.237 -1.408 1.484 6.2 -3.7 0.5
H -0.204 -2.191 0.273 0.7 -0.1 0.0
H 0.521 -1.229 1.575 0.1 -0.6 0.2
H -0.656 -2.948 3.193 0.6 -0.1 -0.3
H -0.803 -3.982 1.774 0.0 0.0 0.2
H 1.964 -2.945 2.161 -0.2 -0.1 0.1
H 1.367 -3.857 3.552 0.1 0.1 -0.1
H 1.051 -5.852 2.304 0.0 0.1 -0.1
H 2.640 -5.231 1.875 -0.2 0.0 0.1
H 1.250 -6.113 -0.056 -0.1 0.1 0.0
H 0.191 -4.725 0.117 0.1 -0.1 0.1
H 2.606 -3.443 0.057 0.1 -0.1 -0.2
H 3.005 -4.879 -0.906 0.0 0.1 0.2
H 0.746 -4.321 -2.153 0.0 0.1 0.0
H 0.964 -2.715 -1.473 0.0 -0.3 0.0
H 3.496 -3.288 -2.645 -0.2 0.0 0.1
H 2.323 -4.007 -3.747 0.2 0.0 0.1
H 2.849 -1.672 -4.352 -0.1 -0.1 0.0
H 1.140 -1.858 -3.967 0.1 0.0 0.0
H 1.467 -0.826 -1.769 0.3 -0.1 -0.2
H 3.215 -0.951 -1.932 -0.1 0.1 0.0
H 3.316 1.051 -3.133 -0.1 -0.1 -0.1
H 1.926 0.590 -4.128 0.2 0.1 0.1
H 0.362 1.414 -2.566 0.1 0.0 0.1
H 1.616 2.640 -2.612 0.0 -0.1 0.0
H 2.577 1.010 -0.598 -0.1 0.2 0.0
H 1.704 2.511 -0.372 0.0 -0.2 0.1
H 1.002 -0.166 0.449 -0.1 0.6 -0.5
H -0.224 0.355 -0.706 0.1 0.0 0.0
H -0.063 2.572 0.971 0.0 -0.1 0.1
H 0.236 1.225 2.089 0.1 0.3 0.0
H -2.089 1.192 0.162 -0.1 0.1 0.2
H -2.209 1.918 1.770 0.0 -0.1 -0.1
H -2.668 -0.143 2.626 -0.2 0.1 -0.2
H -1.021 -0.618 2.247 -1.2 2.1 1.3
H -2.815 -0.789 -0.103 -0.1 0.0 0.1
H -1.703 -2.019 0.566 -2.3 0.1 -1.3
H -2.901 -3.354 3.940 -0.1 -0.2 -0.1
H -7.373 -2.494 0.435 0.0 0.1 0.2
H -7.179 -4.647 2.461 -0.1 0.1 0.0
H -8.303 -3.320 2.828 0.1 -0.1 -0.1
H -8.473 -5.247 0.461 0.0 0.1 0.1
H -9.407 -3.727 0.552 0.0 0.0 0.0
H -6.482 -2.312 -1.603 0.2 -0.1 0.1
H -5.202 -1.369 -2.359 0.0 -0.1 0.2
H -4.805 -4.065 -0.933 0.0 0.2 0.0
H -3.493 -3.009 -1.494 -0.1 -0.1 0.0
H -4.299 -5.001 -2.973 0.2 0.2 -0.1
H -3.945 -3.444 -3.754 -0.1 -0.2 0.0
H -6.286 -3.043 -4.193 0.0 -0.1 0.1
H -6.811 -4.170 -2.924 0.1 0.0 -0.1
H -6.125 -4.782 -4.416 0.0 0.2 0.0
C 5.138 6.724 2.762 -0.1 0.0 -0.1
C 4.940 5.599 1.713 0.1 0.6 0.8
C 6.171 5.436 0.813 0.0 0.0 -0.3
C 6.326 6.517 -0.254 -0.1 0.0 0.1
C 5.048 6.629 -1.082 0.2 -0.2 0.0
C 3.811 6.897 -0.227 -0.2 0.9 0.3
N 3.724 5.856 0.864 1.6 1.1 -0.2
O 3.229 4.797 0.438 -1.5 -2.0 -0.5
C 3.870 8.329 0.334 0.0 -0.1 0.0
C 2.546 6.805 -1.072 0.0 0.0 0.0
C 4.728 4.302 2.487 0.0 -0.1 0.0
H 4.576 7.623 2.539 0.0 0.0 0.0
H 4.796 6.388 3.741 0.0 0.0 0.0
H 6.189 7.000 2.854 0.0 0.0 0.0
H 6.106 4.464 0.313 -0.1 0.0 0.0
H 7.052 5.398 1.456 0.0 0.0 0.0
H 6.580 7.477 0.203 0.0 0.0 0.0
H 7.161 6.260 -0.907 0.0 0.0 0.0
H 5.130 7.429 -1.821 0.0 0.0 0.0
H 4.901 5.697 -1.637 0.0 0.0 0.0
H 3.058 8.501 1.044 0.0 0.0 0.0
H 3.749 9.029 -0.493 0.0 0.0 0.0
H 4.811 8.571 0.819 0.0 0.0 0.0
H 2.478 5.858 -1.597 0.0 -0.1 0.0
H 2.564 7.609 -1.810 0.0 0.0 0.0
H 1.655 6.922 -0.454 0.0 0.0 0.0
H 3.797 4.335 3.052 0.0 0.0 0.0
H 5.558 4.193 3.189 0.0 0.0 0.0
H 4.706 3.433 1.836 0.0 0.0 -0.1
```
Positions in Å, forces in eV/Å.

=====

2.
DFT (ωB97M-V with the def2-TZVPD basis set) results for 7 unconnected molecules or ions with the total composition C35H70NO26S6.

Its LUMO energy is 1.4 eV. Its orbital gap is 2.759 eV. The charge is -1.

Geometry as XYZ:
```
138
Properties=species:S:1:pos:R:3:forces:R:3
C 1.211 -1.689 0.476 0.1 0.0 0.2
C 2.552 -1.222 1.056 -0.3 0.1 -0.2
C 3.637 -1.060 -0.014 -0.1 -0.2 0.3
C 4.305 -2.374 -0.452 -0.3 -0.1 -0.1
C 3.651 -3.079 -1.672 0.5 0.1 0.0
C 4.580 -3.158 -2.908 -0.2 0.3 -0.2
C 3.966 -2.667 -4.243 0.3 0.1 0.3
C 4.405 -1.244 -4.635 -0.4 -0.2 0.2
C 3.570 -0.178 -3.916 0.2 0.0 -0.4
C 3.629 1.214 -4.541 -0.2 -0.1 0.3
C 2.556 2.143 -3.935 0.1 -0.4 0.0
C 1.258 2.099 -4.744 0.4 0.3 -0.2
C 0.257 3.205 -4.362 -0.2 0.0 0.6
N -0.417 3.073 -3.096 0.1 -0.1 -0.1
C -1.102 1.829 -2.995 0.0 0.3 -0.2
C -2.074 1.478 -4.148 -0.2 -0.1 0.4
C -2.789 0.130 -4.022 -0.2 0.4 -0.4
C -3.649 -0.060 -2.771 0.4 -0.5 0.1
C -2.887 -0.544 -1.520 -0.2 0.5 0.2
C -3.641 -1.616 -0.727 0.1 0.0 -0.1
C -3.660 -3.036 -1.339 0.0 -0.2 0.2
C -2.584 -3.248 -2.383 0.1 0.2 0.3
O -2.659 -4.607 -2.852 -0.2 0.2 -0.2
C -2.138 -4.812 -4.086 -0.4 -0.5 -0.5
C -0.783 -4.219 -4.366 0.1 0.1 0.1
O -2.740 -5.476 -4.896 0.4 0.2 0.6
H 1.191 -2.766 0.296 0.0 0.0 -0.1
H 1.014 -1.169 -0.461 -0.1 0.0 0.0
H 0.391 -1.458 1.159 0.0 0.0 0.0
H 2.393 -0.249 1.525 0.1 -0.2 0.0
H 2.870 -1.915 1.840 0.1 0.1 0.0
H 3.160 -0.581 -0.871 0.2 0.1 -0.1
H 4.399 -0.374 0.362 0.0 0.0 0.0
H 4.293 -3.065 0.395 0.1 0.1 0.1
H 5.353 -2.169 -0.679 0.0 -0.1 0.0
H 2.751 -2.532 -1.955 -0.1 -0.1 0.1
H 3.371 -4.091 -1.375 -0.3 0.0 -0.1
H 4.960 -4.171 -3.054 0.0 0.0 0.2
H 5.448 -2.527 -2.702 0.1 -0.1 -0.1
H 4.232 -3.363 -5.042 0.0 0.0 0.0
H 2.877 -2.664 -4.149 -0.1 -0.2 -0.2
H 5.462 -1.128 -4.380 0.1 0.1 -0.2
H 4.289 -1.129 -5.716 0.0 0.1 0.0
H 2.526 -0.507 -3.940 0.0 0.0 0.2
H 3.895 -0.118 -2.875 -0.2 0.0 0.1
H 4.637 1.623 -4.416 0.0 0.0 -0.1
H 3.427 1.114 -5.610 0.2 0.1 -0.1
H 2.376 1.823 -2.905 -0.1 0.2 0.1
H 2.913 3.175 -3.885 0.0 0.0 -0.1
H 1.540 2.244 -5.796 -0.1 -0.1 0.1
H 0.811 1.102 -4.667 -0.1 0.0 0.0
H -0.448 3.331 -5.216 0.1 -0.1 -0.2
H 0.842 4.135 -4.321 0.0 0.1 -0.1
H -1.704 1.867 -2.075 0.1 -0.2 0.1
H -0.429 0.921 -2.893 -0.1 -0.1 0.1
H -1.554 1.492 -5.108 0.0 0.1 0.0
H -2.844 2.259 -4.181 0.1 0.1 -0.1
H -2.067 -0.688 -4.131 0.0 0.0 0.2
H -3.466 0.050 -4.883 0.1 -0.1 0.0
H -4.409 -0.815 -3.005 -0.1 0.1 0.0
H -4.159 0.875 -2.530 -0.1 0.0 -0.1
H -1.871 -0.850 -1.775 0.0 -0.1 0.0
H -2.750 0.315 -0.858 0.1 0.0 0.0
H -4.665 -1.261 -0.595 -0.1 -0.1 0.1
H -3.208 -1.674 0.274 0.1 -0.1 0.1
H -3.487 -3.764 -0.541 -0.1 0.0 0.0
H -4.632 -3.292 -1.764 0.0 0.1 -0.1
H -1.603 -3.044 -1.946 0.0 -0.1 -0.1
H -2.733 -2.557 -3.214 0.0 -0.1 -0.1
H -0.906 -3.372 -5.042 0.1 0.0 0.0
H -0.171 -4.973 -4.857 -0.1 0.0 -0.1
H -0.270 -3.885 -3.467 0.0 0.1 0.0
C 2.413 3.452 4.809 -0.1 -0.1 0.2
C 3.337 2.250 4.796 0.2 0.2 0.0
O 2.669 1.323 3.929 -0.2 0.0 0.0
S 1.908 2.112 2.768 0.2 0.2 0.2
O 2.704 2.144 1.599 0.0 0.1 -0.1
O 0.568 1.641 2.735 -0.1 -0.1 0.0
O 1.951 3.554 3.449 0.1 0.0 0.0
H 1.555 3.307 5.465 0.1 -0.1 -0.1
H 2.922 4.373 5.080 0.0 0.0 -0.1
H 3.464 1.797 5.773 -0.1 -0.2 0.0
H 4.314 2.486 4.369 0.0 0.0 0.0
C -3.399 -0.119 3.275 -0.1 0.3 -0.1
C -2.124 0.510 3.791 0.2 -0.1 -0.3
O -2.286 0.483 5.230 -0.2 0.0 0.0
S -3.096 -0.814 5.648 0.0 0.2 -0.4
O -2.182 -1.824 6.060 -0.1 -0.2 0.2
O -4.178 -0.437 6.489 0.0 0.0 0.2
O -3.656 -1.190 4.211 0.2 -0.1 0.1
H -4.241 0.574 3.299 0.0 0.0 0.0
H -3.292 -0.532 2.278 0.0 -0.2 0.0
H -1.980 1.535 3.465 0.0 0.0 0.1
H -1.245 -0.075 3.522 0.0 0.0 0.0
C 0.886 -2.476 5.731 -0.1 -0.3 0.0
C 0.934 -1.934 7.141 -0.2 0.3 -0.1
O 2.298 -2.152 7.544 0.0 -0.2 -0.1
S 3.267 -1.993 6.284 -0.3 -0.1 0.0
O 3.820 -0.685 6.281 0.1 0.1 -0.1
O 4.108 -3.133 6.226 0.1 0.0 0.0
O 2.145 -2.077 5.157 0.1 0.2 0.2
H 0.826 -3.565 5.718 0.0 0.0 0.0
H 0.070 -2.057 5.155 0.1 0.1 -0.1
H 0.267 -2.457 7.819 0.1 -0.1 0.1
H 0.721 -0.863 7.169 0.0 0.0 0.0
C 4.465 0.297 -10.063 0.0 -0.1 -0.2
C 4.190 1.681 -10.615 0.2 0.2 0.1
O 2.796 1.880 -10.366 -0.1 -0.2 -0.1
S 2.376 1.156 -8.992 0.2 0.0 0.0
O 2.398 2.090 -7.931 0.0 0.0 -0.2
O 1.249 0.341 -9.256 -0.1 0.1 0.0
O 3.685 0.235 -8.869 0.0 0.1 0.1
H 4.126 -0.484 -10.748 0.0 0.0 0.0
H 5.512 0.140 -9.817 0.0 0.0 0.1
H 4.378 1.757 -11.682 -0.2 0.0 0.0
H 4.758 2.447 -10.083 0.0 0.0 0.0
C -0.051 7.447 6.660 0.0 0.0 -0.3
C -1.509 7.097 6.875 0.0 0.2 0.2
O -1.492 5.678 7.085 0.1 0.0 -0.1
S -0.156 5.253 7.844 -0.1 0.2 -0.2
O -0.403 5.124 9.233 0.1 -0.1 0.0
O 0.451 4.205 7.103 -0.1 -0.1 0.2
O 0.649 6.611 7.596 -0.1 0.1 0.1
H 0.280 7.198 5.650 0.0 0.0 0.0
H 0.172 8.489 6.874 0.1 0.0 0.1
H -2.132 7.325 6.016 0.0 -0.2 0.0
H -1.915 7.579 7.767 0.0 0.0 0.0
C -8.523 -0.677 6.239 -0.2 -0.1 0.2
C -7.543 -1.826 6.338 0.3 0.2 -0.1
O -8.120 -2.843 5.503 -0.2 0.0 0.1
S -8.880 -2.168 4.270 0.1 0.1 0.2
O -8.038 -2.156 3.130 -0.1 0.0 -0.1
O -10.191 -2.706 4.210 0.0 -0.1 0.0
O -8.934 -0.683 4.865 0.2 0.0 -0.1
H -9.402 -0.838 6.867 0.0 0.0 0.0
H -8.071 0.282 6.478 0.0 0.0 -0.2
H -7.436 -2.204 7.350 -0.1 -0.2 0.0
H -6.562 -1.556 5.942 0.0 0.0 0.0
```
Positions in Å, forces in eV/Å.

=====

3.
DFT (ωB97M-V with the def2-TZVPD basis set) results for 10 unconnected molecules or ions with the total composition C35H71N3O16 in a non-equilibrium geometry.

As for the SMILES: C[N+](=O)[O-].C[N+](=O)[O-].C[N+](=O)[O-].c1ccccc1.c1ccccc1.COCCOC.COCCOC.COCCOC.COCCOC.COCCOC. Its LUMO energy is -0.9 eV. Its orbital gap is 7.513 eV. The charge is 0.

Geometry as XYZ:
```
125
Properties=species:S:1:pos:R:3:forces:R:3
C 15.772 6.511 5.552 -1.6 2.1 -2.9
N 16.941 6.582 4.683 0.4 0.7 0.4
O 18.025 6.330 5.226 -0.9 2.2 -2.0
O 16.755 6.891 3.512 0.7 -0.1 0.9
H 15.869 5.813 6.384 -0.7 1.9 -1.6
H 14.938 6.314 4.879 0.3 0.2 0.3
H 15.605 7.528 5.906 0.5 -0.9 -1.6
C 15.140 3.384 7.102 -0.8 -1.1 -0.3
N 15.308 3.330 5.705 -2.3 4.9 -0.2
O 15.287 4.469 5.218 0.1 -4.7 0.0
O 15.533 2.341 5.083 -5.1 0.9 -0.8
H 15.962 3.890 7.608 -0.5 0.0 -1.3
H 15.228 2.351 7.437 -0.6 1.3 -1.0
H 14.188 3.850 7.359 0.4 -0.3 -1.1
C 15.048 4.318 9.694 0.0 3.1 1.1
N 14.070 5.421 10.062 -1.1 -5.1 1.1
O 13.022 4.970 10.515 0.1 1.4 0.9
O 14.314 6.539 9.803 -0.5 2.5 0.0
H 15.940 4.933 9.576 -0.4 -1.1 -0.4
H 14.594 3.861 8.814 0.7 1.2 1.5
H 15.206 3.627 10.522 -0.6 0.4 0.0
C 11.395 2.489 3.367 -1.3 0.6 -0.4
C 12.682 2.019 3.186 -1.5 0.4 -0.6
C 13.760 2.843 3.391 -0.7 3.3 -0.2
C 13.503 4.244 3.735 0.2 -1.0 -2.2
C 12.226 4.687 3.798 -0.5 0.0 0.3
C 11.182 3.786 3.681 -0.3 2.1 0.5
H 10.447 1.979 3.270 0.4 -1.1 -0.1
H 12.762 0.955 3.020 -1.1 1.2 -1.2
H 14.769 2.465 3.314 -1.8 2.0 -0.4
H 14.231 5.022 3.918 -0.1 -0.7 -1.1
H 12.030 5.712 4.076 -0.1 0.2 -0.1
H 10.245 4.214 4.005 -0.6 -0.5 -0.5
C 17.746 2.780 6.054 0.2 0.2 2.2
C 17.769 4.150 6.340 4.3 0.0 1.9
C 19.001 4.693 6.842 1.7 -4.2 -1.1
C 20.089 3.736 7.094 -0.9 0.5 -0.6
C 19.967 2.356 6.857 -1.3 1.4 -0.1
C 18.751 1.900 6.331 1.9 0.1 -0.6
H 16.826 2.470 5.581 3.8 0.0 2.3
H 16.993 4.863 6.105 1.2 -1.7 -0.3
H 19.134 5.759 6.948 1.4 -1.0 -0.2
H 21.051 4.024 7.493 0.0 0.6 0.1
H 20.698 1.627 7.175 0.4 0.2 -0.2
H 18.702 0.843 6.115 -0.3 0.4 -0.3
C 12.059 4.076 8.119 -0.4 -0.6 0.6
O 12.574 2.893 7.574 -1.5 0.2 -1.0
C 12.141 2.686 6.222 -0.6 -1.4 1.1
C 12.451 1.214 5.996 -0.7 -1.6 0.8
O 11.834 0.409 7.040 0.8 -0.6 0.1
C 12.690 -0.739 7.428 -1.4 2.1 0.2
H 12.661 4.899 7.734 -0.4 0.7 0.2
H 12.114 3.977 9.203 0.3 0.1 -0.4
H 10.987 4.202 7.971 -0.1 0.2 -0.7
H 12.600 3.352 5.491 0.1 -0.2 0.6
H 11.061 2.835 6.230 -0.1 0.1 -0.3
H 13.529 1.056 6.008 0.1 0.0 -0.1
H 12.019 0.700 5.138 0.4 0.9 -0.5
H 12.895 -1.365 6.560 0.3 0.0 0.2
H 12.137 -1.233 8.227 -0.1 -0.4 -0.4
H 13.513 -0.253 7.952 0.6 -0.8 -0.6
C 15.756 1.787 -0.140 1.6 -0.5 -0.3
O 16.482 1.022 0.824 -0.2 1.9 2.2
C 16.850 1.847 2.043 0.8 -0.5 -1.9
C 17.535 3.184 1.764 1.0 -0.3 -1.8
O 18.383 3.593 2.763 -0.1 -0.5 0.9
C 17.732 3.948 3.959 1.6 0.9 -2.3
H 15.665 1.094 -0.977 -1.0 0.0 0.1
H 16.439 2.519 -0.570 -0.2 0.6 0.2
H 14.860 2.262 0.259 -0.2 -0.2 -0.2
H 17.590 1.197 2.510 -0.2 0.1 0.4
H 16.024 2.068 2.718 0.9 -0.2 -1.2
H 16.861 4.001 1.507 -0.5 0.0 -0.1
H 18.307 3.098 0.998 -0.7 -0.4 -1.0
H 17.189 3.164 4.486 0.9 0.8 -2.6
H 17.070 4.792 3.764 0.1 -0.6 -0.3
H 18.629 4.263 4.492 -0.8 0.0 0.0
C 14.812 8.591 7.611 -1.4 0.6 1.8
O 15.907 7.789 7.349 1.1 1.9 3.4
C 16.573 7.283 8.492 2.0 0.2 0.0
C 17.195 5.937 7.984 -2.5 2.3 2.8
O 17.507 5.068 9.064 0.8 1.3 -0.5
C 18.455 5.544 9.970 1.2 0.8 -0.2
H 14.226 8.054 8.357 -0.5 0.3 -0.2
H 14.179 8.814 6.752 0.4 -0.4 -0.4
H 15.028 9.557 8.068 0.5 0.2 -0.1
H 16.019 7.363 9.428 -0.1 -0.6 -0.6
H 17.465 7.865 8.722 0.2 0.8 -0.3
H 17.978 6.244 7.291 -1.3 0.2 1.1
H 16.425 5.429 7.404 0.8 0.2 2.1
H 19.353 5.780 9.400 0.4 0.1 0.2
H 18.732 4.810 10.726 -0.4 -0.2 -0.2
H 18.170 6.463 10.482 -0.4 0.1 0.1
C 18.309 -1.294 7.742 0.5 0.7 0.6
O 17.628 -0.044 7.645 -1.3 -0.5 -0.6
C 16.345 -0.051 6.956 0.6 -1.5 -1.4
C 16.404 0.239 5.391 0.2 -1.5 0.6
O 15.134 -0.189 4.768 1.8 -0.5 2.5
C 14.738 0.395 3.582 0.6 -0.5 -0.7
H 18.334 -1.904 6.839 -0.4 0.0 0.0
H 18.014 -1.835 8.642 -0.6 -0.4 -0.2
H 19.341 -1.039 7.980 0.2 0.2 -0.3
H 15.652 0.618 7.467 0.4 -0.4 -0.4
H 15.990 -1.079 7.024 -0.6 0.0 0.2
H 17.242 -0.319 4.973 0.0 -0.3 -0.2
H 16.587 1.310 5.307 0.7 -3.6 -0.6
H 13.655 0.521 3.588 2.4 -1.4 1.3
H 14.962 -0.130 2.653 0.5 -0.8 0.0
H 15.201 1.373 3.451 -0.5 -3.0 0.6
C 17.925 2.652 8.932 -0.1 -1.0 -0.1
O 16.500 2.629 8.672 2.7 -0.9 2.3
C 15.753 1.669 9.386 0.9 0.8 1.5
C 14.261 1.759 9.128 0.6 -1.4 -0.6
O 13.743 0.794 9.949 -0.7 -1.2 1.3
C 12.334 0.837 10.010 -1.0 -0.1 -0.3
H 18.351 3.357 8.219 -0.5 -0.9 1.1
H 18.313 1.655 8.720 -0.1 0.1 0.5
H 18.208 2.995 9.927 -0.4 -0.3 0.3
H 15.801 1.899 10.450 0.6 -0.5 0.4
H 16.208 0.708 9.146 -0.5 -0.2 0.7
H 14.160 1.491 8.077 -1.1 -0.1 0.4
H 13.771 2.707 9.348 0.2 -1.0 -0.2
H 11.933 0.042 10.639 0.5 -0.1 0.1
H 11.886 0.739 9.021 0.1 0.1 0.1
H 11.927 1.771 10.397 0.4 0.4 0.3
```
Positions in Å, forces in eV/Å.

=====

Across the entries above, energy takes the values -53725.4819; -157160.6768; -74637.2374 eV, respectively.